*P*
Entry from OMol25: CH3ClN2 in the gas phase (the ωB97M-V functional and the def2-TZVPD basis).

Last column: natural (NBO) charge in e.
Element x y z (Å)
C 1.055 -0.129 -0.118  0.2632
N -0.414 -0.377 -0.112  -0.7986
N 2.184 -0.757 0.089  -0.4824
Cl 3.705 0.090 -0.007  0.1051
H 1.007 0.907 -0.406  0.1303
H -0.503 -1.364 -0.100  0.3854
H -0.761 0.219 -0.891  0.3971

## Properties
**Frontier orbital gap**: 10.28 eV
**HOMO**: -9.785 eV

---

*Q*
Entry from OMol25: CH3ClN2 in the gas phase (the ωB97M-V functional and the def2-TZVPD basis).

Last column: natural (NBO) charge in e.
Element x y z (Å)
C -0.483 0.675 -0.331  -0.4718
N 0.178 -0.602 -0.400  -0.1138
N 0.687 -0.779 0.830  -0.1932
Cl 1.544 -2.235 1.046  0.1245
H -0.251 1.254 -1.170  0.2160
H -0.191 1.235 0.560  0.2153
H -1.484 0.452 -0.534  0.2230

## Properties
**Frontier orbital gap**: 10.28 eV
**HOMO**: -10.411 eV

---

Which one is the most stable? From the structures above, *P*.